72
Properties=species:S:1:pos:R:3 method="wB97M-V/def2-TZVPD" lumo_energy_ev=1.74 total_charge=-1
C 5.056 -3.904 3.945
C 4.649 -2.455 3.811
C 3.752 -1.984 4.939
C 5.831 -1.530 3.580
O 3.871 -2.395 2.559
C 2.690 -3.106 2.630
C 1.512 -2.150 2.502
N 0.382 -2.740 3.064
C -0.734 -2.135 3.344
C -1.893 -3.062 3.306
C -3.244 -2.716 3.538
C -4.197 -3.746 3.650
C -3.832 -5.088 3.502
C -2.505 -5.423 3.184
C -1.565 -4.398 3.056
C -0.839 -0.726 3.797
C -1.574 -0.455 4.964
C -1.531 0.802 5.569
C -0.783 1.837 5.001
C -0.107 1.602 3.796
C -0.142 0.338 3.193
O 2.590 -4.297 2.695
H 5.691 -4.160 3.089
H 5.583 -4.114 4.878
H 4.159 -4.528 3.906
H 3.384 -0.968 4.749
H 2.896 -2.661 5.063
H 4.291 -1.971 5.888
H 5.497 -0.499 3.401
H 6.486 -1.534 4.458
H 6.412 -1.866 2.713
H 1.833 -1.235 3.010
H -3.520 -1.664 3.625
H -5.238 -3.478 3.866
H -4.577 -5.881 3.626
H -2.183 -6.448 3.031
H -0.534 -4.654 2.793
H -2.173 -1.252 5.410
H -2.084 0.971 6.498
H -0.720 2.815 5.492
H 0.454 2.414 3.328
H 0.321 0.202 2.211
C 5.798 -1.963 -0.829
C 5.525 -0.966 -1.767
C 4.220 -0.750 -2.220
C 3.171 -1.553 -1.761
S 1.547 -1.435 -2.621
N 0.610 -0.016 -2.449
F 1.406 -1.975 1.179
S -0.957 -0.193 -1.936
C -1.273 1.004 -0.601
C -2.170 0.625 0.414
C -2.617 1.581 1.329
C -2.172 2.900 1.246
C -1.243 3.252 0.267
C -0.769 2.303 -0.649
O -1.809 0.200 -3.030
O -1.226 -1.400 -1.183
O 1.956 -1.420 -4.011
O 0.906 -2.590 -2.053
C 3.456 -2.619 -0.890
C 4.754 -2.778 -0.381
H 6.816 -2.115 -0.459
H 6.335 -0.345 -2.158
H 4.004 0.033 -2.944
H -2.502 -0.413 0.486
H -3.302 1.280 2.123
H -2.531 3.644 1.963
H -0.879 4.281 0.211
H -0.011 2.542 -1.396
H 2.678 -3.337 -0.631
H 4.973 -3.572 0.336

---

49
Properties=species:S:1:pos:R:3 method="wB97M-V/def2-TZVPD" e_above_lowest_kcal_mol=22.1 smiles=COc1cccc(N2CCN([C@H]3CCC[C@@H](C)C3)CC2)c1 lumo_energy_ev=0.89 total_charge=0
C -6.970 -1.790 0.393
O -5.596 -1.716 0.108
C -4.988 -0.492 0.157
C -3.623 -0.502 -0.120
C -2.872 0.670 -0.109
C -3.533 1.868 0.198
C -4.880 1.869 0.483
C -5.627 0.701 0.466
H -6.680 0.739 0.688
H -5.372 2.803 0.714
H -2.994 2.802 0.190
N -1.528 0.693 -0.457
C -0.910 -0.481 -1.030
H -1.613 -0.959 -1.713
C 0.326 -0.041 -1.834
N 1.305 0.697 -1.066
C 0.636 1.828 -0.452
C -0.592 1.423 0.375
H -1.067 2.313 0.784
H -0.271 0.793 1.222
H 1.337 2.371 0.183
H 0.313 2.494 -1.258
C 2.196 -0.023 -0.151
C 2.460 -1.476 -0.546
C 3.438 -2.124 0.432
C 4.761 -1.368 0.465
C 4.532 0.093 0.845
C 5.846 0.869 0.856
H 6.547 0.424 1.558
H 5.678 1.904 1.147
H 6.299 0.861 -0.133
C 3.539 0.722 -0.132
H 3.952 0.704 -1.142
H 3.380 1.767 0.137
H 4.098 0.126 1.852
H 5.439 -1.838 1.182
H 5.231 -1.414 -0.520
H 3.609 -3.162 0.139
H 2.999 -2.129 1.433
H 1.533 -2.052 -0.542
H 2.882 -1.506 -1.552
H 1.785 -0.028 0.874
H 0.791 -0.904 -2.308
H -0.016 0.633 -2.627
H -0.618 -1.206 -0.252
H -3.178 -1.460 -0.329
H -7.235 -2.842 0.301
H -7.561 -1.205 -0.320
H -7.190 -1.450 1.411

---

20
Properties=species:S:1:pos:R:3 method="wB97M-V/def2-TZVPD" smiles="O=S(=O)(Cl)CCCCCF" lumo_energy_ev=-0.63 total_charge=0
O -3.636 0.943 -0.488
O -1.500 1.582 -1.601
F 3.243 -1.055 -0.159
Cl -2.959 -0.787 -2.843
C 2.869 0.219 0.041
C 1.353 0.463 -0.070
C 0.631 -0.319 1.055
C -0.876 -0.122 1.067
C -1.563 -0.700 -0.192
S -2.456 0.488 -1.229
H 3.328 0.806 -0.755
H 3.242 0.554 1.018
H 1.123 1.539 -0.113
H 0.973 0.100 -1.033
H 1.023 0.035 1.981
H 0.824 -1.377 0.981
H -1.326 -0.630 1.918
H -1.129 0.925 1.196
H -0.852 -1.192 -0.881
H -2.311 -1.471 0.108

---

6
Properties=species:S:1:pos:R:3 method="wB97M-V/def2-TZVPD" e_above_lowest_kcal_mol=117.3 lumo_energy_ev="-1.47 / -1.45" total_charge=0
N -1.601 0.340 1.170
N -1.049 0.196 0.119
N -0.801 -0.061 -0.944
P 1.690 -0.172 -0.088
I 2.871 -0.377 -2.180
H -1.110 0.073 1.923

---

19
Properties=species:S:1:pos:R:3 method="wB97M-V/def2-TZVPD" e_above_lowest_kcal_mol=30.2 lumo_energy_ev=1.00 total_charge=0
C -1.931 -0.767 0.701
C -1.369 -0.915 -0.699
C 0.183 0.887 -0.640
C 1.501 0.206 -0.711
C 1.843 -0.498 0.599
C 0.076 2.082 -0.046
H -2.454 -1.740 0.969
H -1.139 -0.582 1.434
H -2.682 0.042 0.762
H -2.071 -1.241 -1.446
H -0.512 -1.651 -0.712
H 1.559 -0.531 -1.562
H 2.271 0.959 -0.836
H 1.915 0.240 1.388
H 1.115 -1.183 0.934
H 2.768 -0.951 0.558
H 0.942 2.634 0.317
O -0.895 0.332 -1.187
F -1.122 2.677 0.178

---

118
Properties=species:S:1:pos:R:3 method="wB97M-V/def2-TZVPD" lumo_energy_ev="-3.54 / -3.26" total_charge=+1 spin_multiplicity=2
Cr 0.745 -0.449 0.020
C 1.943 4.034 -2.322
C 1.288 2.694 -2.342
C 0.611 2.114 -3.395
C 0.244 0.828 -2.973
N 0.676 0.650 -1.725
N 1.304 1.803 -1.327
B 2.148 1.945 -0.025
N 3.199 0.820 -0.055
N 2.790 -0.476 -0.042
C 3.884 -1.245 -0.106
C 5.009 -0.419 -0.151
C 4.538 0.883 -0.120
C 5.306 2.158 -0.145
C 3.837 -2.749 -0.099
C 3.371 -3.203 1.294
C 2.870 -3.236 -1.186
C 5.229 -3.323 -0.367
N 1.357 1.806 1.302
N 0.700 0.667 1.677
C 0.255 0.836 2.928
C 0.670 2.091 3.374
C 1.367 2.673 2.327
C 2.093 3.974 2.334
C -0.465 -0.241 3.703
C 0.433 -1.487 3.726
C -1.804 -0.573 3.034
C -0.733 0.232 5.132
C -0.508 -0.180 -3.805
C 0.227 -0.355 -5.141
C -0.613 -1.533 -3.107
C -1.922 0.365 -4.065
H 1.718 4.548 -3.254
H 1.593 4.649 -1.493
H 3.026 3.936 -2.238
H 0.429 2.560 -4.358
H 2.678 3.003 -0.036
H 6.040 -0.721 -0.203
H 6.368 1.941 -0.224
H 5.013 2.775 -0.996
H 5.130 2.731 0.766
H 2.414 -2.743 1.545
H 3.269 -4.289 1.322
H 4.101 -2.907 2.049
H 1.869 -2.823 -1.039
H 3.232 -2.936 -2.171
H 2.795 -4.323 -1.164
H 5.928 -3.027 0.416
H 5.176 -4.412 -0.378
H 5.617 -2.989 -1.330
H 0.488 2.531 4.339
H 1.887 4.497 3.265
H 3.169 3.809 2.264
H 1.802 4.616 1.503
H 0.595 -1.853 2.709
H 1.402 -1.255 4.173
H -0.034 -2.281 4.310
H -1.659 -0.838 1.991
H -2.284 -1.406 3.550
H -2.473 0.287 3.084
H 0.197 0.450 5.660
H -1.355 1.129 5.132
H -1.263 -0.547 5.679
H 1.239 -0.729 -4.978
H -0.312 -1.070 -5.764
H 0.291 0.587 -5.686
H 0.371 -1.913 -2.821
H -1.232 -1.456 -2.216
H -1.076 -2.256 -3.781
H -1.883 1.337 -4.558
H -2.470 -0.324 -4.710
H -2.475 0.474 -3.130
N -0.468 -1.655 0.035
C -1.229 -2.672 0.030
C -2.698 -2.513 0.113
C -3.336 -1.444 -0.510
C -4.707 -1.291 -0.407
C -5.453 -2.195 0.337
C -4.823 -3.262 0.963
C -3.454 -3.429 0.846
C -0.718 -4.064 -0.090
C -1.236 -4.880 -1.097
C -0.785 -6.181 -1.237
C 0.165 -6.687 -0.359
C 0.668 -5.884 0.653
C 0.233 -4.575 0.786
H -2.744 -0.756 -1.101
H -5.197 -0.468 -0.914
H -6.523 -2.068 0.433
H -5.398 -3.969 1.546
H -2.958 -4.258 1.336
H -1.989 -4.483 -1.768
H -1.185 -6.805 -2.025
H 0.502 -7.710 -0.460
H 1.396 -6.284 1.347
H 0.594 -3.956 1.596
C -0.997 4.034 0.227
N -1.566 2.722 0.562
C -2.339 2.265 -0.599
N -3.391 3.204 -0.978
C -2.767 4.495 -1.281
N -2.013 5.017 -0.138
C -2.932 5.160 0.995
N -3.559 3.885 1.348
C -2.509 2.924 1.673
C -4.281 3.389 0.173
H -0.310 3.908 -0.611
H -0.453 4.407 1.098
H -2.795 1.306 -0.348
H -1.661 2.135 -1.449
H -3.544 5.212 -1.551
H -2.087 4.371 -2.128
H -3.708 5.883 0.735
H -2.376 5.534 1.857
H -2.977 1.966 1.910
H -1.954 3.272 2.547
H -5.062 4.103 -0.097
H -4.747 2.433 0.422